Model one:
C7H16N2O | wB97M-V/def2-TZVPD

Each line ends with the Löwdin charge.
Geometry (Å):
C -1.57 0.27 -0.06  -0.35
C 2.20 1.11 -0.85  -0.01
C -1.14 0.91 -1.38  -0.09
C -2.15 1.31 0.89  -0.11
C 2.23 -0.34 -0.46  -0.58
O 2.23 -1.30 -1.20  0.05
H -2.38 -0.42 -0.31  0.12
H 1.95 1.19 -1.90  0.09
H 1.45 1.63 -0.26  0.07
H 3.18 1.56 -0.64  0.09
H -2.01 1.32 -1.90  0.08
H -0.54 1.80 -1.20  0.06
H -0.69 0.19 -2.07  0.07
H -2.97 1.85 0.43  0.07
H -1.36 1.99 1.20  0.07
H -2.58 0.84 1.77  0.07
C -0.58 -2.14 -0.06  -0.06
C -0.49 -0.82 0.67  -0.35
N 2.22 -0.54 0.93  0.12
N -0.47 -0.74 1.93  0.11
H 2.34 0.26 1.54  0.10
H 2.56 -1.42 1.27  0.11
H 0.34 -1.09 2.42  0.04
H -1.47 -2.69 0.25  0.09
H 0.32 -2.74 0.11  0.07
H -0.64 -2.00 -1.14  0.07

Results
highest occupied orbital energy = -8.4 eV
lowest unoccupied orbital energy = 0.0267 Ha
2S+1 = 1
structure (SMILES) = [H]/N=C(\C)C(C)C.CC(N)=O

Model two:
C7H16N2O | wB97M-V/def2-TZVPD

Each line ends with the Löwdin charge.
Geometry (Å):
C 1.12 -4.03 0.58  -0.24
C 1.20 1.13 0.47  -0.03
C 0.36 1.93 -1.83  -0.05
C -1.14 1.90 0.13  -0.07
C -0.83 -1.14 1.49  0.03
C -0.35 -0.32 -0.86  -0.04
C -0.02 1.13 -0.59  -0.54
N -0.52 -2.51 -0.48  -0.01
N -0.60 -1.29 0.01  -0.24
O 1.24 -3.70 1.72  -0.05
H 1.74 -3.46 -0.16  0.09
H 2.12 1.00 -0.15  0.09
H 1.35 2.24 0.69  0.10
H 1.20 0.58 1.38  0.06
H -0.50 2.05 -2.62  0.14
H 1.21 1.48 -2.18  0.06
H 0.54 2.88 -1.53  0.04
H -1.28 1.58 1.08  0.02
H -1.01 2.89 0.32  0.05
H -2.13 1.67 -0.45  0.14
H 0.01 -1.66 1.93  0.07
H -0.97 -0.07 1.59  0.06
H -1.66 -1.92 1.72  0.13
H -0.08 -0.61 -1.79  0.09
H 0.38 -4.95 0.21  0.14
H -0.75 -3.23 0.20  -0.01

Results
highest occupied orbital energy (alpha / beta) = -7.3 / -7.3 eV
lowest unoccupied orbital energy (alpha / beta) = 0.0259 / 0.0259 Ha
2S+1 = 1

Model three:
C7H16N2O | wB97M-V/def2-TZVPD

Each line ends with the Löwdin charge.
Geometry (Å):
C 1.78 -1.06 -0.46  -0.25
C 0.51 -0.87 0.63  -0.26
C -0.73 -1.62 0.25  -0.27
C -1.44 -1.02 -0.92  -0.17
C -1.94 0.63 -0.53  -0.12
C -1.35 0.81 1.12  -0.16
C 0.10 0.53 1.07  -0.36
H 2.67 0.82 -0.31  0.12
H 2.71 -0.22 1.18  0.12
H 2.03 -2.22 -0.75  0.14
H 1.62 -0.48 -1.54  0.13
H 0.75 -1.57 1.37  0.11
H -0.28 -2.64 -0.06  0.13
H -1.38 -1.92 1.01  0.09
H -2.75 -1.31 -1.32  0.18
H -0.97 -0.92 -1.90  0.06
H -3.09 0.84 -0.42  0.08
H -1.15 1.38 -1.36  0.14
H -1.85 1.69 2.03  0.19
H -1.81 -0.06 1.65  0.08
H 0.59 0.82 2.08  0.16
H 0.15 2.98 -0.94  0.12
H 1.54 2.01 -1.38  0.07
N 2.93 -0.28 0.06  -0.09
N 0.56 1.99 -1.02  0.01
O 0.80 1.70 0.47  -0.24

Results
highest occupied orbital energy = -9.0 eV
lowest unoccupied orbital energy = 0.0275 Ha
2S+1 = 1

From most stable to least stable, the computed energies give model one, model two, model three.

Model one:
C3H11NO3 | wB97M-V/def2-TZVPD

Each line ends with the Mulliken spin population.
Geometry (Å):
C -1.03 -1.13 2.69  0.05
C 0.29 -0.57 1.96  -0.10
C 0.16 0.47 0.87  2.59
N 0.14 1.74 1.47  0.85
O -0.48 0.19 -0.18  -0.96
H -1.03 -1.09 3.74  0.02
H -1.86 -0.53 2.28  -0.05
H -1.15 -2.16 2.31  0.00
H 0.82 -1.46 1.58  -0.15
H 0.97 -0.12 2.73  -0.16
H 0.67 1.87 2.26  -0.62
H 0.12 2.68 0.94  -0.44
H 0.27 -1.93 -3.50  -0.02
H -0.03 -0.66 -2.52  0.02
O 0.10 -1.71 -2.59  -0.02
H 0.30 1.23 -2.29  -0.01
H 1.51 0.59 -3.19  -0.03
O 0.62 1.11 -3.21  0.01

Results
highest occupied orbital energy (alpha / beta) = 0.8 / -5.4 eV
charge = -1
lowest unoccupied orbital energy (alpha / beta) = 0.1399 / 0.1341 Ha
expectation value of S² = 0.752
2S+1 = 2

Model two:
C3H11NO3 | wB97M-V/def2-TZVPD

Each line ends with the Mulliken spin population.
Geometry (Å):
C 0.98 -0.11 2.09  0.87
C 0.09 -0.48 0.95  0.84
C 0.45 -1.71 0.12  0.81
N 1.47 -1.56 -0.84  0.86
O -0.26 -2.65 0.11  -0.55
H 0.50 0.53 2.84  -0.25
H 1.33 -0.87 2.74  -0.19
H 1.97 0.37 1.97  -0.36
H -0.06 0.34 0.27  -0.47
H -0.84 -1.04 1.43  -0.01
H 2.11 -0.63 -1.01  -0.40
H 1.52 -2.33 -1.40  -0.35
H -1.30 6.71 0.54  -0.10
H 0.08 6.75 1.14  -0.10
O -0.51 7.17 0.39  0.33
H -1.47 -2.70 -3.13  -0.03
H -1.61 -2.27 -1.72  0.05
O -1.93 -2.04 -2.59  0.05

Results
highest occupied orbital energy (alpha / beta) = 0.9 / -6.5 eV
charge = -1
lowest unoccupied orbital energy (alpha / beta) = 0.1159 / 0.1299 Ha
expectation value of S² = 0.751
2S+1 = 2

From most stable to least stable, the computed energies give model one, model two.

Model one:
CH5INP | wB97M-V/def2-TZVPD

Each line ends with the Löwdin charge.
Geometry (Å):
C -0.34 0.86 -0.77  -0.39
N 0.01 -1.52 0.48  -0.27
P -0.55 -0.95 -0.96  0.88
I -3.90 -0.35 0.47  -0.49
H -1.06 1.26 -0.08  -0.02
H -0.49 1.47 -1.81  0.10
H 0.69 1.07 -0.46  0.02
H 0.05 -2.57 0.64  0.09
H 0.48 -1.07 1.30  0.09

Results
highest occupied orbital energy (alpha / beta) = -7.7 / -7.6 eV
lowest unoccupied orbital energy (alpha / beta) = -0.0713 / -0.0769 Ha
2S+1 = 1

Model two:
CH5INP | wB97M-V/def2-TZVPD

Each line ends with the Löwdin charge.
Geometry (Å):
C 1.91 -1.14 -0.14  -0.05
N -2.45 2.21 0.52  -0.44
P -1.85 1.17 -0.44  0.29
I -3.22 -0.80 0.01  0.19
H 1.64 -0.43 0.64  0.01
H 2.91 -1.52 0.06  0.01
H 1.91 -0.65 -1.10  0.01
H -2.05 3.12 0.58  -0.05
H 1.21 -1.96 -0.14  0.01

Results
highest occupied orbital energy = -9.5 eV
lowest unoccupied orbital energy = -0.0238 Ha
2S+1 = 1
structure (SMILES) = [H]/N=P/I.C

From most stable to least stable, the computed energies give model two, model one.

Model one:
C27H54O11 | wB97M-V/def2-TZVPD

Each line ends with the Löwdin charge.
Geometry (Å):
O -2.09 2.28 -1.35  0.13
C -0.92 2.53 -1.50  -0.53
O -0.23 2.15 -2.69  -0.09
C -0.83 1.36 -3.69  -0.23
C 0.06 1.36 -5.03  0.02
C -0.26 3.61 -0.78  0.02
H -1.66 1.71 -4.18  0.10
H -0.94 0.40 -3.38  -0.04
H -0.07 2.40 -5.51  0.13
H -0.34 0.71 -5.81  0.09
H 0.84 1.02 -4.79  -0.07
H 0.41 4.35 -1.00  0.07
H 0.11 3.02 0.10  0.10
H -0.86 4.27 -0.23  0.09
O -4.06 3.15 2.85  0.05
C -2.90 2.69 3.07  -0.45
O -2.27 2.90 4.17  0.02
C -2.82 3.53 5.21  -0.23
C -1.69 3.39 6.38  -0.04
C -2.16 1.90 1.99  0.01
H -3.87 3.24 5.64  0.17
H -2.84 4.53 4.98  0.09
H -2.11 3.86 7.25  0.04
H -0.66 3.92 5.94  0.14
H -1.56 2.48 6.83  0.02
H -2.70 1.87 1.08  0.00
H -1.94 0.99 2.30  0.04
H -1.28 2.42 1.92  0.08
O 1.31 -3.55 -3.20  0.12
C 1.21 -2.51 -3.78  -0.51
O 0.18 -1.68 -3.98  -0.02
C -1.08 -2.13 -4.01  -0.21
C -1.91 -0.79 -3.74  -0.04
C 2.54 -1.96 -4.46  0.03
H -1.22 -3.08 -3.32  0.16
H -1.39 -2.77 -4.84  0.12
H -2.99 -1.05 -3.77  0.12
H -1.81 -0.09 -4.48  0.03
H -1.48 -0.49 -2.89  0.02
H 2.98 -1.38 -3.78  0.01
H 2.30 -1.52 -5.48  0.10
H 3.29 -2.85 -4.68  0.13
C 4.19 0.98 0.41  -0.02
C 3.03 1.88 0.03  -0.39
O 2.24 2.24 1.03  -0.03
C 3.01 2.61 -1.30  -0.03
H 4.90 1.67 0.46  0.04
H 4.39 0.31 -0.47  0.11
H 3.94 0.23 1.32  0.09
H 3.99 2.98 -1.82  0.13
H 2.51 3.52 -1.21  0.05
H 2.55 2.05 -2.12  0.09
C -4.05 0.62 0.80  -0.03
C -4.08 -0.71 0.03  -0.41
O -3.51 -0.94 -1.07  0.01
C -5.05 -1.76 0.59  -0.03
H -4.98 1.09 0.98  0.09
H -3.30 1.31 0.34  0.04
H -3.72 0.46 1.88  0.11
H -5.92 -1.22 1.12  0.10
H -4.50 -2.44 1.21  0.05
H -5.49 -2.22 -0.42  0.13
C 5.63 -3.56 0.35  -0.03
C 4.42 -3.20 1.26  -0.31
O 3.32 -3.96 1.44  -0.06
C 4.37 -1.78 1.90  -0.03
H 5.48 -4.60 -0.05  0.09
H 6.61 -3.36 0.86  0.10
H 5.65 -2.99 -0.56  0.06
H 3.85 -1.71 2.75  0.04
H 3.81 -1.07 1.21  0.04
H 5.37 -1.37 1.98  0.09
C -0.18 -1.89 3.46  -0.02
C -1.45 -2.76 3.08  -0.31
O -2.66 -2.44 3.61  -0.07
C -1.25 -3.91 2.16  -0.02
H 0.57 -1.61 2.74  0.03
H 0.32 -2.43 4.26  0.08
H -0.52 -0.82 3.70  0.10
H -2.01 -4.61 2.11  0.06
H -0.26 -4.35 2.24  0.10
H -1.19 -3.60 1.19  0.04
C 1.01 -1.58 -0.38  0.02
C 1.04 -0.12 0.03  -0.32
O 1.47 0.20 1.22  -0.03
C 0.45 0.90 -0.90  -0.04
H 0.01 -1.65 -0.91  0.11
H 0.96 -2.13 0.56  0.06
H 1.87 -1.89 -0.94  0.08
H 0.48 0.61 -1.94  0.10
H 0.98 1.91 -0.73  0.07
H -0.62 0.95 -0.82  0.11

Results
highest occupied orbital energy = -9.0 eV
lowest unoccupied orbital energy = 0.0091 Ha
2S+1 = 1
structure (SMILES) = CCOC(C)=O.CCOC(C)=O.CCOC(C)=O.CC(C)=O.CC(C)=O.CC(C)=O.CC(C)=O.CC(C)=O

Model two:
C27H54O11 | wB97M-V/def2-TZVPD

Each line ends with the Löwdin charge.
Geometry (Å):
O -0.23 2.41 -6.73  0.06
C -1.38 1.99 -6.46  -0.57
O -2.55 2.30 -6.94  -0.03
C -2.66 3.40 -7.89  -0.26
C -2.91 2.84 -9.27  -0.11
C -1.60 1.02 -5.32  0.00
H -1.68 4.18 -7.77  0.17
H -3.65 4.16 -7.70  0.17
H -2.79 3.54 -10.15  0.10
H -3.96 2.47 -9.18  0.08
H -2.25 1.92 -9.27  0.10
H -1.69 -0.03 -5.71  0.10
H -2.48 1.29 -4.67  0.10
H -0.63 1.11 -4.83  0.07
O -6.72 0.04 5.37  0.06
C -6.09 -0.81 4.71  -0.49
O -5.65 -0.50 3.45  -0.04
C -5.61 0.90 3.04  -0.22
C -5.68 0.79 1.50  -0.09
C -5.64 -2.11 5.23  -0.01
H -4.65 1.41 3.45  0.15
H -6.41 1.54 3.12  0.08
H -5.56 1.85 1.08  0.10
H -6.60 0.38 1.17  0.05
H -4.76 0.10 1.19  0.10
H -5.67 -2.05 6.41  0.14
H -4.62 -2.49 4.90  0.10
H -6.08 -3.07 4.96  0.07
O 0.16 0.12 -2.57  -0.01
C -0.16 -0.17 -1.39  -0.46
O -1.16 -0.84 -1.03  0.08
C -2.00 -1.50 -2.02  -0.14
C -3.31 -1.56 -1.37  -0.05
C 0.68 0.34 -0.19  0.04
H -1.50 -2.24 -2.23  0.05
H -2.16 -1.04 -3.03  0.13
H -4.03 -1.80 -2.13  0.08
H -3.80 -0.81 -0.88  0.04
H -3.52 -2.43 -0.77  0.09
H -0.05 0.78 0.67  0.16
H 1.45 0.99 -0.24  -0.04
H 1.17 -0.38 0.01  -0.04
C 1.77 -1.65 4.37  -0.11
C 1.18 -2.34 3.13  -0.34
O 0.45 -1.78 2.22  -0.06
C 1.47 -3.92 3.14  -0.03
H 2.58 -2.33 4.32  0.05
H 1.38 -1.64 5.34  0.11
H 2.08 -0.60 4.16  0.02
H 0.87 -4.25 4.02  0.07
H 2.59 -4.10 3.71  0.14
H 1.21 -4.32 2.14  0.07
C -1.34 2.40 2.71  -0.01
C -0.66 1.47 3.68  -0.37
O -1.02 1.60 4.92  -0.01
C 0.22 0.36 3.27  -0.05
H -1.46 3.33 2.95  0.01
H -2.19 1.79 2.21  0.12
H -0.85 2.52 1.73  0.07
H 0.96 0.61 2.55  0.08
H -0.39 -0.36 2.86  0.07
H 0.84 0.08 4.07  0.05
C 4.11 1.59 -1.31  -0.02
C 2.65 1.94 -1.18  -0.32
O 2.05 2.42 -0.08  -0.06
C 1.81 1.70 -2.47  0.01
H 4.51 1.98 -2.12  0.04
H 3.92 0.43 -1.27  0.04
H 4.65 2.09 -0.50  0.09
H 2.14 0.85 -2.87  0.05
H 1.81 2.51 -3.10  0.09
H 0.87 1.54 -2.00  0.04
C 5.00 1.00 2.99  0.01
C 3.91 -0.06 2.95  -0.21
O 3.43 -0.62 4.09  -0.12
C 3.43 -0.69 1.62  -0.09
H 5.17 1.19 4.03  0.09
H 4.91 1.96 2.46  0.10
H 5.71 0.66 2.49  -0.01
H 3.12 0.21 1.09  0.10
H 2.73 -1.43 1.70  0.04
H 4.48 -1.17 1.52  0.13
C 4.04 -1.37 -1.18  -0.04
C 4.55 -2.33 -0.09  -0.29
O 3.87 -2.48 1.15  -0.12
C 5.77 -3.16 -0.28  -0.04
H 3.14 -0.69 -0.98  0.07
H 3.56 -2.04 -2.04  0.16
H 5.04 -0.80 -1.47  0.15
H 6.67 -2.59 -0.12  0.07
H 5.69 -3.44 -1.41  0.12
H 6.00 -4.07 0.33  0.11

Results
highest occupied orbital energy = -7.5 eV
lowest unoccupied orbital energy = -0.0286 Ha
2S+1 = 1

From most stable to least stable, the computed energies give model one, model two.